1.
Density functional theory data (wB97M-V/def2-TZVPD) for C15H27N2O4P2V as an isolated structure at a distorted geometry.

CARTESIAN COORDINATES (ANGSTROEM)
1 H 3.47 -1.32 1.66
2 H -3.20 2.70 0.03
3 H -4.65 1.66 -0.18
4 H 4.73 -0.45 0.68
5 H 4.42 -1.23 -2.09
6 H 2.43 1.61 -0.42
7 C 2.39 0.84 -1.22
8 H -3.66 1.55 1.33
9 C 0.31 3.75 2.35
10 H 1.69 -1.74 -0.15
11 H 3.32 1.01 -1.81
12 H -0.86 -3.65 -4.67
13 C -2.45 1.08 -2.21
14 H -3.07 0.50 -2.88
15 H -2.20 -3.31 -4.14
16 O -0.66 0.23 2.23
17 P 2.69 -0.82 -0.53
18 N 0.07 1.89 0.94
19 H 3.35 0.46 1.40
20 C -0.82 1.88 -3.86
21 H 1.26 4.14 2.74
22 V -0.48 0.08 0.06
23 H 3.89 -2.72 -1.19
24 H -3.08 -1.87 -1.04
25 C 3.57 -1.82 -1.72
26 O 0.89 3.81 -0.05
27 H -4.58 -0.86 -1.18
28 H -2.85 2.11 -2.20
29 C -0.18 2.57 3.18
30 P -2.67 0.44 -0.55
31 H 0.67 2.94 -5.03
32 H 2.52 2.22 -3.47
33 C 1.24 1.15 -2.17
34 C -0.30 1.46 2.15
35 H -0.73 -2.41 0.64
36 C 0.46 3.23 0.93
37 O -1.77 -3.59 -4.98
38 C -3.64 1.72 0.25
39 O -0.33 -1.82 -0.03
40 C 0.45 2.30 -4.17
41 C 1.49 1.92 -3.30
42 H -1.68 2.14 -4.50
43 C -1.03 1.18 -2.68
44 C -3.67 -1.06 -0.60
45 H 2.89 -2.10 -2.53
46 N -0.03 0.81 -1.86
47 H -3.93 -1.33 0.44
48 C 3.66 -0.50 0.96
49 H -0.41 4.57 2.40
50 H -1.16 2.78 3.63
51 H 0.51 2.27 3.98

Summary:
2S+1: 3
lowest unoccupied orbital energy (alpha / beta): -7.08 / -6.55 eV
relative energy (zero: lowest compared OMol25 entry of this formula, charge and spin): 0.0 kcal/mol
HOMO-LUMO gap (alpha / beta): 8.56 / 9.20 eV
charge: +2


2.
Density functional theory data (wB97M-V/def2-TZVPD) for one molecule with the formula C15H27NO2 at a distorted geometry.

CARTESIAN COORDINATES (ANGSTROEM)
1 H 2.80 1.89 -1.09
2 H 0.50 2.66 2.26
3 H 1.46 3.53 0.21
4 C 0.93 -0.64 1.16
5 C -1.06 0.60 2.75
6 H 1.03 -3.57 -2.03
7 H -1.22 -2.13 -0.51
8 H -0.01 2.92 -0.55
9 H 1.72 0.65 -3.16
10 H -2.24 -1.07 0.44
11 C -1.68 -1.16 -0.55
12 H 2.68 0.22 -0.73
13 C 0.08 0.53 0.44
14 N 1.24 1.39 0.17
15 H -1.89 -0.09 2.65
16 C 2.05 1.07 -1.03
17 C 0.09 -0.16 3.44
18 H 0.55 1.63 -2.50
19 H 2.00 -1.78 -1.21
20 H -1.11 -2.18 -2.49
21 H -1.41 1.34 3.43
22 C 0.67 2.72 0.23
23 C -0.63 -0.04 -0.86
24 C 0.33 -0.38 -2.04
25 H 0.95 0.44 3.63
26 H -1.77 1.44 1.00
27 C 0.43 -1.27 2.42
28 H 1.79 -1.60 -2.87
29 C -0.12 2.71 1.49
30 O -2.11 -2.15 -2.67
31 C -2.70 -1.27 -1.74
32 H -0.84 3.57 1.64
33 H -2.89 -0.26 -2.13
34 H -0.26 -0.47 4.41
35 H -0.42 -1.86 2.16
36 H -3.55 -1.82 -1.32
37 H 1.05 -1.34 0.40
38 H -0.27 -0.51 -2.94
39 H 1.87 -0.28 1.47
40 C -0.84 1.34 1.45
41 C 1.22 -1.62 -1.98
42 C 1.20 0.84 -2.31
43 H 1.19 -1.90 2.80
44 H -1.28 0.85 -1.21
45 O 0.50 -2.77 -2.11

Summary:
lowest unoccupied orbital energy: 0.54 eV
SMILES: OCC[C@@H]1[C@H](CO)CCN2CC[C@@H]3CCCC[C@]312
relative energy (zero: lowest compared OMol25 entry of this formula, charge and spin): 79.9 kcal/mol
HOMO-LUMO gap: 8.60 eV


3.
Density functional theory data (wB97M-V/def2-TZVPD) for C15H28BaN3O as an isolated structure at a distorted geometry.

CARTESIAN COORDINATES (ANGSTROEM)
1 H 1.17 0.35 2.04
2 C -4.85 1.19 0.48
3 C 0.26 1.45 -4.00
4 C -0.88 -1.22 2.42
5 H -2.65 1.54 -2.05
6 O -1.38 -0.65 0.09
7 C 0.56 0.85 -2.62
8 H 5.20 -2.27 3.31
9 C 0.48 -0.68 -2.58
10 H -1.42 -0.43 2.94
11 C 3.05 -2.11 3.46
12 H 0.98 0.72 0.29
13 C -3.92 2.95 -1.02
14 H 0.66 -1.01 -1.55
15 H 2.94 -1.03 3.58
16 C -4.53 2.60 0.34
17 H -1.95 3.14 -1.83
18 H -0.06 1.30 -1.84
19 H 1.19 1.68 -4.52
20 H 4.56 -0.60 1.61
21 H 2.14 -2.38 2.92
22 N 6.28 -2.32 -0.25
23 H -0.24 0.74 -4.66
24 H 2.97 -2.63 4.41
25 H -1.62 -2.04 2.34
26 Ba -3.45 -2.20 -0.75
27 H 0.32 -1.60 0.75
28 C 4.31 -2.47 2.71
29 H 1.56 1.11 -2.27
30 H 4.36 -3.53 2.46
31 N -5.10 0.08 0.61
32 H -0.07 -1.64 3.02
33 C -0.84 -1.21 -2.91
34 H -3.80 2.88 1.12
35 H -1.99 2.03 -0.46
36 H 3.45 -1.84 0.86
37 C 0.46 0.46 1.22
38 C -2.54 2.36 -1.34
39 H -4.67 2.71 -1.78
40 H -5.39 3.24 0.54
41 C -0.39 -0.79 1.04
42 H -0.31 2.37 -3.94
43 H 1.22 -1.13 -3.23
44 N -1.88 -1.61 -3.17
45 H -3.85 4.04 -1.12
46 C 4.37 -1.66 1.41
47 H -0.17 1.33 1.44
48 C 5.44 -2.05 0.48

Summary:
lowest unoccupied orbital energy: -4.03 eV
HOMO-LUMO gap: 7.14 eV
charge: +1


4.
Density functional theory data (wB97M-V/def2-TZVPD) for C15H28F12Na2O15P2 as an isolated structure at a distorted geometry.

CARTESIAN COORDINATES (ANGSTROEM)
1 H 1.24 -2.94 -0.81
2 O -1.17 -5.05 -1.30
3 C 4.91 1.39 4.68
4 H 0.04 2.14 -1.26
5 H 1.67 6.90 -0.65
6 F -5.77 -3.89 4.82
7 H -1.53 3.55 2.41
8 H 3.48 -1.66 0.85
9 F -4.57 -2.19 3.93
10 F -1.97 -1.21 0.32
11 F -2.52 0.16 2.07
12 C 1.53 -1.81 -3.81
13 O 0.11 5.58 -0.40
14 H -3.01 3.58 1.47
15 H 1.56 5.57 -1.80
16 F -3.95 -4.80 5.77
17 H 2.64 -2.09 2.35
18 C 4.15 -0.29 3.23
19 H 5.75 1.54 5.35
20 H -0.91 -4.17 0.51
21 C 1.47 5.84 -0.75
22 O 1.49 -2.61 -2.76
23 O 2.04 -0.72 -3.85
24 O 0.93 3.13 -3.84
25 H -3.39 -2.96 -0.62
26 H -0.07 1.14 -2.66
27 C -2.96 -3.91 -0.30
28 H 0.00 -1.23 -6.16
29 H 3.99 1.42 5.27
30 O 3.06 0.24 3.07
31 C 1.50 -2.09 -1.42
32 F 0.04 -1.68 1.34
33 H 0.00 4.97 -5.92
34 F -0.57 -0.38 3.13
35 C -0.15 4.54 0.37
36 O 0.65 3.82 0.90
37 C 0.13 5.47 -4.96
38 H 1.83 -1.22 -6.29
39 Na 1.66 1.95 2.03
40 C 3.61 -2.08 1.84
41 O -0.63 4.75 -3.99
42 C 0.92 -1.80 -6.10
43 F -3.91 -4.33 3.42
44 F -0.63 0.56 0.99
45 H 1.18 5.60 -4.73
46 P -4.19 -3.56 4.79
47 H 0.97 -2.62 -6.82
48 H 4.78 2.19 3.95
49 F -1.96 -2.03 2.39
50 H 0.82 -1.25 -1.30
51 F -2.65 -3.05 4.82
52 F -4.37 -2.61 6.12
53 H -0.29 6.47 -5.02
54 O 4.58 -1.37 2.62
55 O 0.97 -2.44 -4.83
56 H -3.32 -4.05 0.72
57 O -1.01 3.08 -2.72
58 O 5.06 0.11 4.09
59 C -0.12 3.62 -3.55
60 O -3.39 -4.93 -1.19
61 C -2.33 -5.58 -1.72
62 H 2.53 -1.82 -1.22
63 O -2.38 -6.40 -2.58
64 C -1.43 -3.93 -0.42
65 H -1.53 1.51 -1.57
66 P -1.24 -0.78 1.70
67 H 3.93 -3.11 1.77
68 H -1.03 -3.04 -0.88
69 C -0.64 1.87 -2.08
70 C -1.93 3.48 1.40
71 H 2.23 5.32 -0.18
72 O -1.48 4.51 0.51
73 Na -2.72 -0.80 4.50
74 H -1.73 2.49 0.98

Summary:
lowest unoccupied orbital energy: -1.48 eV
HOMO-LUMO gap: 8.68 eV